(1)
17
Properties=species:S:1:pos:R:3:forces:R:3 method="wB97M-V/def2-TZVPD" multiplicity=1 homo_energy_ev=-9.40 smiles="O=CCCS.O.O"
H 5.066395 3.957522 3.246628 2.809 -0.491 0.790
O -0.586380 -1.808994 -2.651314 4.140 1.111 4.388
H -2.872345 -2.781421 -0.385674 0.334 0.924 -0.705
H 0.813397 -0.393283 0.194373 -0.465 -0.599 -1.528
C 0.314641 -1.489578 -1.775604 -3.422 0.412 -3.708
H -0.651456 1.758430 0.947326 2.253 0.933 1.748
H 1.381635 -1.509931 -2.057945 -0.210 -0.631 0.079
C -0.050924 -0.709157 -0.495450 2.773 -0.209 0.707
O 4.251913 4.377298 3.159146 -1.263 1.221 0.154
H -0.510211 -1.395890 0.156929 -1.550 -0.749 0.686
H -1.584505 0.213661 -1.652106 1.226 0.564 1.013
C -0.789125 0.502591 -0.871843 -3.314 1.130 -1.903
H -0.241543 1.351252 -1.258884 0.904 -0.715 -0.808
H 3.854264 3.690105 2.661388 -1.542 -0.728 -0.943
O -2.863262 -3.610465 0.066925 -2.109 -0.672 1.086
H -3.818658 -3.647901 0.377401 1.810 -0.231 -0.414
S -1.713836 1.495760 0.338703 -2.375 -1.269 -0.642

***

(2)
24
Properties=species:S:1:pos:R:3:forces:R:3 method="wB97M-V/def2-TZVPD" s_squared=0.75 multiplicity=2 total_charge=-1 homo_energy_ev="1.13 / -5.56"
H 1.278822 -1.564791 -1.206012 -0.072 0.322 0.339
C -0.019289 0.122396 0.259667 -2.261 -0.714 -0.925
H 1.039978 0.270435 0.030989 -0.184 0.067 0.283
N -0.625856 -0.674383 -0.881923 1.899 0.679 1.017
C -0.306649 -0.381840 1.696050 1.401 0.227 -1.005
H -0.492402 5.199987 -0.943463 -0.202 0.279 -0.113
H 0.054928 -2.651596 -0.485704 0.380 0.408 -0.115
N 0.349392 -1.684468 1.909202 1.053 -0.438 0.019
H 1.292387 -1.672586 1.522210 -0.209 0.159 -0.363
C 0.208463 0.745948 2.617199 -0.685 -1.431 1.077
H 0.658840 4.422396 -1.383706 0.193 0.070 -0.339
H 0.571702 -1.924185 2.874361 -0.679 0.418 0.202
C -0.119271 -2.374402 -2.599101 -0.429 0.613 0.614
H 0.101009 -3.439821 -2.633862 0.282 0.017 -0.369
H 0.289500 0.254171 3.599118 0.043 0.383 0.167
C 0.219062 -1.815752 -1.199649 -1.036 -1.515 -0.502
H -0.470896 1.594207 2.750411 0.247 0.011 -0.389
O 0.149561 5.205671 -1.674758 0.010 -0.351 0.476
H -1.197622 -2.254074 -2.744666 0.055 -0.111 -0.113
H 0.378301 -1.772951 -3.362528 0.009 -0.346 -0.133
H -1.364575 -0.629739 1.755009 -0.248 0.651 0.317
H 1.223911 1.030945 2.348425 -0.100 0.255 -0.213
H -0.572123 1.058848 0.196471 0.519 0.512 0.070
H -1.559062 -0.962384 -0.620433 0.015 -0.167 -0.002

***

(3)
7
Properties=species:S:1:pos:R:3:forces:R:3 method="wB97M-V/def2-TZVPD" multiplicity=1 homo_energy_ev="-8.82 / -9.03"
N 1.514868 0.041052 -0.308462 -0.452 1.283 -1.258
H 1.251811 -1.206981 1.134238 0.986 -1.860 1.695
P -1.173155 1.277961 -0.720039 -1.709 0.871 0.262
C 0.824064 -0.475392 0.553861 -2.516 1.616 -1.064
P -1.083849 -0.129150 0.933300 1.199 -0.432 0.078
H -1.501682 -0.887415 -0.188603 -0.051 -0.635 0.206
N 0.167944 1.379925 -1.404295 2.544 -0.843 0.082

***

(4)
104
Properties=species:S:1:pos:R:3:forces:R:3 method="wB97M-V/def2-TZVPD" s_squared=0.76 multiplicity=2 total_charge=+1 homo_energy_ev="-11.54 / -11.54"
H -1.740766 0.370478 5.237853 -0.030 -0.118 -0.046
C 2.017201 2.143290 -0.352613 -0.042 0.024 0.035
H 6.258362 -2.075411 2.975242 -0.004 -0.004 -0.008
H 7.298492 -0.107004 1.897869 -0.004 -0.006 -0.006
C 3.828682 -5.806090 0.582016 -0.017 -0.058 0.053
C 2.762604 -4.670727 -2.961308 -0.010 0.070 -0.063
H 4.671034 -5.272805 1.018063 0.022 0.001 0.002
C -2.427543 -1.222421 3.423114 -0.064 -0.046 0.032
O 0.706982 3.513912 0.807959 -0.174 -0.001 0.102
H -2.792382 1.989727 2.550386 -0.047 -0.034 0.058
C 0.715335 -5.955499 0.042363 -0.025 0.037 -0.025
H -1.573107 -1.869909 3.605313 0.031 -0.008 0.013
C 4.939918 -0.826511 -0.420932 -0.017 -0.005 -0.061
H -3.704218 0.558418 2.029384 0.013 -0.019 -0.023
Br -0.891927 -2.667474 0.804793 0.129 0.056 -0.028
H 1.943748 -5.184077 3.185017 -0.020 0.032 0.031
H -3.781306 1.082624 3.721669 -0.002 -0.030 -0.009
H 0.946875 -6.967920 0.378353 -0.031 -0.004 -0.017
F -0.298534 2.583863 2.705464 0.111 0.212 -0.253
C -4.254706 -0.982261 -1.818164 0.011 0.022 -0.003
C 6.470711 -0.614590 1.420026 0.000 -0.007 0.009
H 2.505229 -0.623769 1.864917 0.006 0.060 -0.003
Ge 2.146033 -4.806977 0.710883 -0.050 0.103 -0.069
C 0.770599 -0.101038 3.041963 0.518 -0.223 0.304
C 4.451080 -2.972948 -3.145653 -0.029 -0.042 0.007
C 2.884943 -0.486776 3.987024 -0.011 -0.061 -0.024
H 3.481585 1.537277 -2.538554 0.015 0.040 -0.006
H -3.064357 -1.225576 4.316722 -0.012 0.023 -0.049
C -1.684879 1.458750 -3.437556 -0.031 -0.015 -0.016
B 0.719826 -1.597708 -2.362178 -0.242 0.084 -0.059
O -1.784740 3.261574 1.015322 0.168 0.316 -0.164
C 5.994446 -0.170079 0.193399 -0.006 0.009 -0.010
H 4.375607 -3.212358 1.909854 -0.024 -0.015 0.009
C 2.084857 -0.425689 2.842093 0.030 -0.104 0.018
C 4.852557 -3.506417 -4.360461 -0.007 0.016 -0.010
H -0.927552 4.125723 -2.092066 -0.009 0.003 0.001
H -2.266676 -3.721341 -1.612869 -0.002 0.006 0.004
H 3.978553 2.940070 -0.610881 -0.009 -0.009 -0.025
C 3.165216 -5.208938 -4.174529 -0.006 0.023 0.003
H 1.833121 1.201453 -3.067917 0.016 0.014 0.011
C 4.819515 -2.361369 1.409354 -0.003 0.028 -0.014
H 2.781600 3.627349 -1.710480 -0.023 0.009 0.002
H -2.136684 4.496120 -0.853227 -0.004 0.000 0.006
H -0.247184 -5.664639 0.458282 -0.002 0.023 0.002
F -0.587673 4.841775 2.197496 0.027 -0.134 0.056
H 6.456634 0.681124 -0.290476 -0.002 0.004 0.002
H -1.115546 2.272671 -3.891388 0.001 -0.006 -0.006
H 4.972549 -2.109426 -2.754666 0.044 -0.015 0.015
H 4.530678 -5.044884 -5.818508 -0.005 0.008 0.002
N -1.977441 0.142360 3.138640 -0.116 -0.064 -0.207
C -3.734411 -2.226858 -2.152905 0.013 -0.027 -0.018
N -0.664898 0.333529 -1.503553 0.159 0.192 -0.023
C 2.168511 0.819761 -1.020651 0.123 0.464 -0.041
C 2.651304 0.843172 -2.434176 0.071 -0.011 -0.044
H 4.597818 -0.471628 -1.386386 0.034 -0.017 0.074
C 5.886116 -1.716214 2.023854 -0.004 0.018 0.009
H 3.703350 -6.750471 1.115064 0.026 0.001 -0.011
H 1.928400 -5.116682 -2.436555 0.004 -0.017 0.010
H 0.687472 -4.057088 2.668375 0.015 -0.031 0.027
C 2.332649 -0.269193 5.239124 -0.029 -0.006 -0.013
H -4.113628 -2.770950 -3.007975 -0.001 0.004 0.012
B -0.493941 3.578005 1.710790 -0.043 0.059 -0.014
O -0.283760 -0.540138 -2.473275 0.252 -0.391 0.014
H 4.062815 -6.026460 -0.459789 -0.016 -0.004 0.001
N 1.763866 -0.210397 -0.390465 -0.002 -0.091 0.060
H -2.623795 3.780346 -2.409423 0.007 0.003 -0.006
C 2.941405 3.270456 -0.691340 -0.006 -0.028 0.006
N -2.737045 -0.820566 0.015689 -0.107 -0.119 0.091
H -2.999804 -1.609264 2.585922 -0.006 -0.021 -0.072
H 5.668956 -3.052227 -4.906688 0.003 -0.001 0.006
F 1.387693 -1.620826 -3.556777 0.011 -0.078 -0.001
H 2.771477 4.097588 -0.010303 0.010 0.005 0.023
H -5.054243 -0.536949 -2.393701 0.004 -0.003 0.007
H 2.929188 -0.141285 -2.801258 0.000 0.125 0.032
F 0.203959 -2.844733 -2.044203 0.040 0.038 -0.001
C 0.985544 0.039352 5.371970 0.035 0.018 0.040
C 3.398279 -3.547795 -2.433656 0.092 -0.084 -0.062
Ge 2.880388 -2.918280 -0.683505 0.186 0.098 0.087
C -2.718865 -2.768412 -1.385135 -0.047 -0.022 0.010
H 2.661172 -6.077825 -4.577354 0.002 0.001 0.012
H -2.740964 1.714428 -3.534501 -0.005 0.017 0.002
H -4.079626 0.669425 -0.445087 0.000 0.002 0.014
C 0.165640 0.149018 4.252099 0.015 0.067 -0.029
C 4.211596 -4.625454 -4.873157 0.009 -0.018 -0.023
H -1.210528 1.731267 4.246181 -0.082 -0.166 0.126
C -1.861577 3.793103 -1.630790 -0.003 0.011 -0.001
H 2.954222 -0.336679 6.121962 0.005 0.012 -0.007
C -3.131053 0.998141 2.842147 -0.124 0.105 0.152
H 3.937054 -0.712986 3.873328 0.010 -0.019 0.012
O 1.808966 -1.353810 -1.228676 -0.352 -0.471 0.047
C 4.328867 -1.932486 0.175862 0.032 0.028 0.062
N -1.667783 2.171274 0.189485 0.122 -0.011 0.085
C -1.239816 0.643542 4.302191 0.049 0.246 0.121
C -1.667108 2.427990 -1.058678 -0.099 -0.115 -0.145
C 1.741663 -4.312864 2.558913 0.000 -0.011 0.013
C -3.724052 -0.313025 -0.732776 -0.003 -0.056 0.076
H 2.333132 -3.475872 2.923055 0.037 0.031 0.014
C -2.285311 -2.009155 -0.313121 -0.051 -0.005 -0.035
H 0.559457 0.226907 6.350941 0.014 -0.010 0.001
Cd -0.467510 0.437213 1.121711 -0.468 0.057 -0.178
C -1.328531 1.313291 -1.991639 -0.123 0.227 0.045
H 0.637237 -5.963203 -1.041702 -0.010 -0.004 0.004
H -1.481419 0.543556 -3.982096 -0.016 0.034 0.010
N 0.987622 2.265886 0.398821 0.157 -0.217 -0.153

***

Number 1: strongest force on any atom 6.1 eV/Å, E_tot -20248.897 eV. Number 2: strongest force on any atom 2.5 eV/Å, E_tot -10470.374 eV. Number 3: strongest force on any atom 3.2 eV/Å, E_tot -22622.480 eV. Number 4: strongest force on any atom 0.6 eV/Å, E_tot -256122.549 eV.